No. 1
This record from the OMol25 dataset describes C24H46BaN3O6P2S2 as an isolated structure. The level of theory is the ωB97M-V functional and the def2-TZVPD basis.

Results
Lowest unoccupied orbital energy ... -0.085 Ha
Gap between HOMO and LUMO ... 6.95 eV
Charge ... +1
F_max ... 3.7 eV/Å

CARTESIAN COORDINATES (ANGSTROEM)
Ba: 0.2369 -0.2721 -1.3344
S: 0.4708 -0.4624 -4.6825
C: -0.6783 -1.6270 -4.3150
N: -1.1585 -1.6905 -3.0576
C: -1.9116 -2.8425 -2.8644
C: -2.5758 -3.1452 -1.6450
C: -3.6640 -3.9964 -1.6808
C: -3.9407 -4.6834 -2.8920
C: -3.1475 -4.5321 -4.0046
C: -2.1140 -3.5982 -4.0482
S: -1.1794 -2.9470 -5.3853
H: -2.2869 -2.5788 -0.7434
H: -4.2437 -4.2154 -0.8074
H: -4.7705 -5.3912 -2.8952
H: -3.4335 -5.1345 -4.8848
C: 5.3601 -2.0669 -0.1501
C: 3.9199 -1.6726 -0.3227
C: 3.6795 -0.1822 -0.4459
O: 3.4202 -2.0527 1.0557
P: 1.9049 -1.8158 1.5025
O: 0.9262 -2.0756 0.4096
C: 1.6451 -0.2009 2.3532
P: 0.0942 0.7436 2.0785
O: -0.9024 0.4257 0.9044
O: -0.7409 0.5970 3.3899
C: -2.3490 0.8401 3.3841
C: -2.7612 1.2795 4.8567
C: -3.1124 -0.4528 3.0919
O: 0.7404 2.1990 1.9004
C: 0.2108 3.5058 2.5856
C: 1.3186 4.0315 3.4191
C: -0.2406 4.3259 1.3576
O: 1.9272 -2.7917 2.7747
C: 2.6740 -4.1015 2.8437
C: 1.7894 -5.1667 3.5003
C: 4.0292 -4.0711 3.5455
H: 5.9447 -1.9875 -1.0539
H: 5.4617 -3.0904 0.2861
H: 5.8823 -1.5337 0.6186
H: 3.3818 -2.2834 -1.0619
H: 4.2901 0.4764 0.1934
H: 2.6455 0.0853 -0.1960
H: 3.7719 0.1187 -1.5166
H: 2.3811 0.5686 1.9867
H: 1.8826 -0.3203 3.4062
H: -2.4926 1.5891 2.5975
H: -3.1696 0.3674 5.3240
H: -3.5718 1.9724 4.8443
H: -1.9288 1.7495 5.4190
H: -2.9416 -1.2105 3.8979
H: -2.8339 -0.9113 2.1004
H: -4.2366 -0.2820 3.0875
H: -0.6462 3.1792 3.1643
H: 1.6041 4.9683 2.9838
H: 2.2685 3.5035 3.4359
H: 1.1369 4.2344 4.4575
H: 0.6194 4.9259 1.0708
H: -1.0732 4.9845 1.6180
H: -0.6848 3.6935 0.6038
H: 2.8398 -4.3606 1.7925
H: 1.3840 -4.8348 4.4720
H: 2.3083 -6.0945 3.6856
H: 0.8737 -5.3158 2.9361
H: 3.9720 -3.4078 4.4309
H: 4.9215 -3.7200 3.0649
H: 4.1256 -5.0731 4.0019
C: -1.0441 4.9200 -3.5660
C: -1.7325 3.6782 -3.9375
C: -3.2859 3.7773 -4.1702
C: -1.1156 3.0449 -5.1885
N: -1.6517 2.8000 -2.7915
N: -0.2856 2.3752 -2.5738
H: -0.9829 5.5780 -4.4439
H: 0.0294 4.6817 -3.3029
H: -1.4591 5.4625 -2.7329
H: -3.3680 4.5220 -4.9557
H: -3.8894 4.0513 -3.2643
H: -3.5307 2.7745 -4.5712
H: -1.9695 3.1341 -5.9420
H: -0.9138 1.9725 -5.0508
H: -0.3156 3.6621 -5.6264
H: -2.1746 1.9009 -2.9616
H: 0.1817 3.0014 -1.9045
H: 0.2551 2.4914 -3.4616

Force components x, y, z for each atom (eV/Å):
Ba -0.664 0.142 -1.324
S 0.620 0.589 -0.467
C -0.010 -0.319 1.475
N 0.202 -1.118 -0.809
C -0.417 0.160 -0.427
C -0.010 0.767 -0.506
C 0.868 -0.555 -1.053
C -0.081 0.009 1.245
C -0.495 -0.724 -1.359
C -0.571 0.304 1.207
S -0.285 0.397 1.100
H -0.308 -0.318 -0.434
H -0.203 0.041 0.330
H 0.257 0.202 -0.171
H 0.407 0.456 0.392
C 0.669 -1.383 0.005
C 0.026 -0.040 2.400
C -0.303 0.683 -1.447
O -0.828 0.883 -0.945
P 0.751 -1.905 1.689
O 0.505 0.338 0.373
C 0.572 0.641 -1.409
P -2.976 0.290 -1.664
O 3.152 0.491 1.830
O -1.647 0.295 0.639
C 0.332 -0.235 1.304
C 1.320 -0.818 -1.089
C -0.034 -0.948 -0.761
O -0.529 -0.240 1.086
C -0.684 -2.179 -1.843
C 1.154 0.990 0.048
C -0.053 0.341 1.566
O 0.070 0.064 -0.132
C 0.137 -0.421 -1.041
C -1.184 1.335 0.450
C -0.995 0.563 2.099
H 0.078 -0.092 -0.375
H -0.452 0.393 -0.951
H -0.070 1.091 0.333
H 0.129 0.275 0.226
H 0.079 -0.596 -0.304
H 0.138 -0.165 0.107
H 0.321 -0.038 0.699
H -0.378 -0.999 0.197
H -0.370 -0.054 0.189
H 0.062 -0.145 0.368
H 0.617 0.525 0.264
H -0.571 0.659 -0.350
H -0.460 -0.541 -0.306
H 0.067 0.645 -0.672
H -0.275 0.563 1.015
H 1.401 0.197 -0.020
H -0.062 -0.038 0.168
H 0.211 0.850 -0.092
H -0.259 -0.718 -0.403
H -0.747 -0.072 0.456
H -0.189 -0.025 -0.692
H 0.291 0.282 0.289
H 0.410 -0.299 -0.382
H -0.110 -0.165 0.179
H 0.568 0.140 -0.131
H 0.173 -0.202 -0.323
H 0.101 -0.305 -0.416
H -0.261 -0.214 -0.215
H 0.152 -0.184 -0.929
H 0.549 0.469 -0.525
C 1.952 1.355 -0.431
C -1.975 -1.120 0.330
C 1.116 0.090 0.273
C -1.796 0.671 -1.592
N 0.519 -2.202 1.077
N 0.918 0.034 0.042
H -0.070 0.054 0.307
H -1.017 0.393 -0.306
H -0.410 0.093 0.288
H -0.649 0.045 -0.119
H 0.698 -0.285 -0.855
H -0.487 0.633 0.270
H 1.393 -0.449 0.497
H 0.303 0.421 -0.293
H 0.118 -0.679 0.299
H 0.613 1.362 -0.010
H -0.623 0.011 -0.351
H -0.510 -0.446 0.813

No. 2
This record from the OMol25 dataset describes a 2-piece molecular cluster, C5H10O2 overall. The level of theory is the ωB97M-V functional and the def2-TZVPD basis.

Results
Lowest unoccupied orbital energy ... 0.033 Ha
SMILES ... C/C=C/O.C=CO
Gap between HOMO and LUMO ... 9.93 eV
Charge ... 0
F_max ... 1.0 eV/Å

CARTESIAN COORDINATES (ANGSTROEM)
C: -0.4340 -0.2115 -2.5436
C: 0.7581 -0.7857 -2.5278
O: 1.2019 -1.6543 -1.5798
H: -0.7032 0.3936 -3.3962
H: -1.2422 -0.4074 -1.8530
H: 1.4625 -0.6375 -3.3274
H: 0.6035 -1.6478 -0.8298
C: -1.4728 0.4142 2.2754
C: -0.0163 0.1355 2.0178
C: 0.6386 0.7381 1.0349
O: 1.9841 0.6890 0.8008
H: -1.6115 0.9833 3.1927
H: -1.9151 0.9543 1.4394
H: -1.9934 -0.5413 2.3597
H: 0.5022 -0.5920 2.6326
H: 0.1248 1.5103 0.4667
H: 2.1130 0.6592 -0.1625

Force components x, y, z for each atom (eV/Å):
C -0.375 0.156 -0.551
C -0.515 -0.295 0.373
O 0.528 0.168 -0.242
H 0.115 0.163 0.000
H 0.212 -0.070 0.334
H 0.299 -0.023 -0.029
H -0.247 -0.018 0.217
C 0.369 -0.470 -0.199
C 0.233 -0.119 -0.288
C -0.334 0.882 0.227
O 0.074 -0.600 -0.379
H -0.112 -0.012 0.066
H -0.008 0.137 0.053
H -0.196 0.110 0.164
H 0.010 0.054 0.105
H -0.123 -0.141 -0.285
H 0.073 0.079 0.434

No. 3
This record from the OMol25 dataset describes an isolated molecule of C11H18N4O3S. The level of theory is the ωB97M-V functional and the def2-TZVPD basis.

Results
Lowest unoccupied orbital energy ... 0.022 Ha
SMILES ... CSCC[C@H](N)C(=O)N[C@@H](Cc1c[nH]cn1)C(=O)O
Gap between HOMO and LUMO ... 9.03 eV
Charge ... 0
F_max ... 2.6 eV/Å

CARTESIAN COORDINATES (ANGSTROEM)
C: -1.7931 0.5042 1.2687
C: -0.8607 0.2075 0.1055
C: -1.0960 0.4375 2.6105
C: 0.1307 1.3651 2.7208
C: -0.8058 3.5193 4.3589
C: -0.3803 -1.1806 -1.7800
C: -1.1918 -2.1161 -2.7311
C: 0.9838 -1.8444 -1.2755
C: 2.0617 -1.2814 -2.0885
C: 2.9772 -0.3184 -1.8762
C: 2.9646 -0.8414 -3.9941
H: -3.0865 -0.6141 2.2880
H: -3.7261 -0.0647 0.9251
H: -2.0351 1.5414 1.0918
H: -1.8594 0.5246 3.4400
H: -0.7619 -0.6289 2.6205
H: 0.6866 1.1800 3.6528
H: 0.8457 1.2124 1.9203
H: -1.8585 3.1663 4.4426
H: -0.7372 4.5568 4.5653
H: -0.0934 2.9257 4.9499
H: -1.9713 -1.4019 -0.4092
H: -0.1127 -0.2171 -2.3306
H: 0.8544 -2.9602 -1.4049
H: 1.1221 -1.6066 -0.2149
H: 3.2193 0.1872 -1.0092
H: 3.2993 -0.8827 -5.0492
H: 4.3625 0.5050 -3.2911
H: 0.3875 -2.1045 -3.8378
N: -2.9214 -0.4139 1.3447
N: -1.2410 -0.7742 -0.6898
N: 1.9958 -1.5908 -3.4982
N: 3.5853 -0.0948 -3.0732
O: 0.1111 0.9426 -0.1507
O: -2.2760 -2.5412 -2.4157
O: -0.5505 -2.4932 -3.8148
S: -0.2288 3.1956 2.6294

Force components x, y, z for each atom (eV/Å):
C -0.112 0.200 0.140
C 0.603 1.511 0.038
C 0.775 -0.814 0.166
C -0.313 0.658 0.934
C -0.176 -2.066 -1.121
C 0.049 1.067 -0.472
C 0.479 0.034 1.294
C -1.621 -0.553 0.135
C -0.728 -0.706 -2.316
C -0.212 -1.087 -0.382
C -0.313 -1.085 -1.613
H -0.600 -0.456 1.357
H -1.598 0.622 -0.804
H -0.608 0.494 -0.057
H 0.935 0.345 -0.781
H 0.145 0.571 0.571
H -0.314 0.104 -0.109
H -0.244 -0.126 -0.191
H 0.840 0.248 0.289
H 0.129 0.897 0.164
H -0.579 0.399 0.323
H -0.417 -0.104 0.145
H -0.236 -1.287 0.548
H 0.516 1.120 0.221
H -0.130 -0.100 -0.256
H 0.494 0.882 1.484
H -0.349 0.217 0.885
H -0.069 0.078 0.268
H -0.553 -0.431 -0.080
N 1.791 -0.176 -0.854
N 0.582 -1.259 -0.827
N 1.514 1.271 1.728
N 0.309 0.347 -0.811
O -0.637 -0.800 0.291
O 0.111 0.249 -0.252
O 0.602 0.314 -0.371
S -0.068 -0.579 0.317

No. 4
This record from the OMol25 dataset describes a 2-piece molecular cluster, C4H12P2 overall. The level of theory is the ωB97M-V functional and the def2-TZVPD basis.

Results
Lowest unoccupied orbital energy (spin up / spin down) ... 0.035 / -0.080 Ha
2S+1 ... 3
Gap between HOMO and LUMO (spin up / spin down) ... 6.93 / 7.62 eV
Charge ... 0
⟨S²⟩ ... 2.0065
F_max ... 7.6 eV/Å

CARTESIAN COORDINATES (ANGSTROEM)
C: 1.5049 0.5883 -0.2120
C: 0.6746 -2.5196 -1.1360
C: 0.1513 -0.1820 -0.4182
C: 0.4854 -1.5511 0.0522
P: 0.5542 -1.9523 1.6551
P: -1.8403 2.4387 2.0878
H: 1.4398 0.8443 0.8779
H: 1.6476 1.5494 -0.7271
H: 2.3899 -0.0279 -0.3470
H: 0.4703 -3.5645 -0.8621
H: 1.6571 -2.4301 -1.5922
H: -0.1234 -2.1902 -1.8283
H: -0.7599 0.1836 0.0236
H: 0.0350 -0.0992 -1.4436
H: 0.2052 -0.5366 2.0537
H: -2.9503 2.9413 1.4637
H: -1.0804 3.6163 2.0110
H: -1.3081 1.8562 0.9200

Force components x, y, z for each atom (eV/Å):
C -1.110 1.305 2.506
C -1.299 0.505 1.353
C 2.215 -0.121 0.456
C -0.621 0.414 -7.567
P -0.152 0.069 6.188
P 0.665 -0.718 0.795
H 0.778 0.037 -0.712
H -0.373 -0.387 -0.146
H -0.154 -0.206 -0.240
H 0.302 0.191 -0.050
H 0.160 -0.039 -0.200
H 0.649 -0.480 -0.169
H 0.040 0.684 0.659
H -0.770 -0.568 -2.240
H 0.371 -1.537 0.078
H -0.764 0.478 -0.525
H 0.051 0.183 -0.158
H 0.013 0.190 -0.028

No. 5
This record from the OMol25 dataset describes a 2-piece molecular cluster, C4H11NO2 overall. The level of theory is the ωB97M-V functional and the def2-TZVPD basis.

Results
Lowest unoccupied orbital energy ... 0.024 Ha
SMILES ... CC(=O)N(C)C.O
Gap between HOMO and LUMO ... 9.44 eV
Charge ... 0
F_max ... 3.2 eV/Å

CARTESIAN COORDINATES (ANGSTROEM)
C: 1.4631 -0.0899 0.7078
C: 0.0486 -0.0418 1.2581
N: -0.9371 -0.5547 0.4199
C: -2.2596 0.0282 0.5397
C: -0.5630 -1.5738 -0.5209
O: -0.2249 0.4563 2.3273
H: 2.1106 0.4881 1.4832
H: 2.0364 -0.9894 0.8101
H: 1.5017 0.3618 -0.2856
H: -2.4078 0.5146 1.5012
H: -2.9220 -0.8742 0.4774
H: -2.5794 0.8327 -0.1107
H: 0.1242 -1.1729 -1.2983
H: -0.0396 -2.4013 -0.0082
H: -1.3390 -2.0184 -1.1569
H: 1.4664 2.3313 -2.6806
H: 2.4690 2.6927 -1.4680
O: 2.0525 2.0107 -1.9954

Force components x, y, z for each atom (eV/Å):
C 1.353 1.750 2.322
C -0.058 -0.819 -0.551
N 0.433 1.428 0.521
C -1.113 -1.955 0.723
C 0.973 -0.260 -1.316
O 0.077 0.460 0.090
H -1.315 -0.168 -1.502
H -0.410 -1.182 -0.629
H 0.263 -0.212 0.142
H 0.364 -0.594 0.373
H -0.186 1.226 -0.034
H 0.437 -0.170 -1.137
H -0.058 -0.171 0.470
H -0.263 0.300 -0.257
H -0.477 0.369 0.797
H 0.139 0.662 0.181
H -0.329 0.482 -0.357
O 0.170 -1.147 0.163